Entry 1:
This record from the OMol25 dataset describes a structure of composition C35H40AsO8Re. The level of theory is wB97M-V/def2-TZVPD.

## Properties
**Charge**: +3
**Frontier orbital gap (alpha / beta)**: 7.58 / 7.08 eV
**Multiplicity**: 2
**E_tot**: -4272.683792 a.u.
**ΔE to the lowest compared entry with this formula, charge and spin**: 0.0 kcal per mole

```
85
Properties=species:S:1:pos:R:3:lowdin_charge:R:1
Re -0.882 1.257 0.304 1.862
C -1.670 1.260 3.193 -0.084
C -2.969 1.792 2.631 -0.086
O -2.848 1.670 1.193 -0.280
C -4.088 1.545 0.448 -0.084
C -4.174 0.131 -0.095 -0.116
O -2.929 -0.214 -0.686 -0.196
C -2.814 -0.169 -2.104 -0.127
C -2.562 1.244 -2.560 -0.097
O -1.505 1.848 -1.747 -0.249
C -1.545 3.290 -2.006 -0.090
C -0.699 4.001 -0.985 -0.084
O -1.106 3.395 0.265 -0.315
C -0.851 4.102 1.510 -0.062
C -0.219 3.163 2.564 -0.065
O -0.586 1.750 2.356 -0.273
H -1.607 0.176 3.120 0.128
H -1.498 1.565 4.224 0.157
H -3.149 2.841 2.874 0.147
H -3.811 1.197 2.987 0.157
H -4.048 2.303 -0.334 0.130
H -4.919 1.776 1.112 0.152
H -5.001 0.034 -0.802 0.155
H -4.330 -0.580 0.719 0.149
H -3.714 -0.559 -2.586 0.159
H -1.981 -0.817 -2.354 0.093
H -3.452 1.868 -2.456 0.131
H -2.230 1.277 -3.598 0.158
H -2.585 3.603 -1.908 0.139
H -1.205 3.477 -3.025 0.162
H -0.916 5.069 -0.970 0.163
H 0.370 3.840 -1.116 0.141
H -1.808 4.513 1.826 0.143
H -0.158 4.917 1.306 0.154
H -0.555 3.434 3.563 0.151
H 0.864 3.188 2.523 0.134
O -0.750 -0.593 0.714 -0.546
As 0.282 -1.930 0.103 1.405
C -0.072 -2.213 -1.756 -0.310
C -1.029 -3.193 -2.036 -0.093
C -1.410 -3.432 -3.349 -0.038
C -0.841 -2.700 -4.381 -0.029
C 0.104 -1.718 -4.100 -0.046
C 0.486 -1.467 -2.793 -0.093
C -0.409 -3.422 1.067 -0.321
C -1.196 -3.223 2.196 -0.084
C -1.560 -4.313 2.974 -0.047
C -1.132 -5.587 2.626 -0.032
C -0.339 -5.779 1.503 -0.037
C 0.026 -4.700 0.715 -0.096
C 2.052 -1.659 0.749 -0.315
C 3.036 -2.534 0.299 -0.081
C 4.312 -2.448 0.837 -0.038
C 4.588 -1.508 1.820 -0.031
C 3.592 -0.652 2.274 -0.042
C 2.316 -0.722 1.740 -0.095
H -1.489 -3.768 -1.243 0.108
H -2.144 -4.197 -3.561 0.126
H -1.127 -2.898 -5.406 0.127
H 0.555 -1.154 -4.906 0.122
H 1.211 -0.691 -2.597 0.086
H -1.524 -2.229 2.470 0.084
H -2.174 -4.169 3.852 0.118
H -1.414 -6.435 3.236 0.125
H -0.009 -6.774 1.235 0.125
H 0.646 -4.867 -0.159 0.114
H 2.827 -3.272 -0.467 0.115
H 5.087 -3.117 0.490 0.125
H 5.582 -1.450 2.243 0.125
H 3.813 0.065 3.053 0.121
H 1.540 -0.061 2.110 0.099
O 0.978 2.309 0.514 -0.077
C 1.615 1.553 -0.274 -0.489
O 0.822 0.652 -0.714 -0.139
C 3.015 1.700 -0.612 -0.139
C 3.696 0.757 -1.382 -0.001
C 5.033 0.950 -1.676 -0.029
C 5.692 2.081 -1.203 -0.015
C 5.020 3.021 -0.430 -0.029
C 3.684 2.833 -0.131 0.006
H 3.196 -0.138 -1.730 0.107
H 5.567 0.222 -2.269 0.123
H 6.736 2.231 -1.441 0.127
H 5.540 3.894 -0.063 0.124
H 3.153 3.556 0.472 0.122
```

***

Entry 2:
This record from the OMol25 dataset describes a structure of composition C21H30BrN3NiO6S3. The level of theory is wB97M-V/def2-TZVPD.

## Properties
**Frontier orbital gap (alpha / beta)**: 9.31 / 9.00 eV
**Multiplicity**: 3
**E_tot**: -6710.907266 a.u.

```
65
Properties=species:S:1:pos:R:3:lowdin_charge:R:1
Ni -0.122 0.503 -0.811 0.454
O 2.137 2.463 -3.536 -0.297
S 1.435 1.425 -2.831 0.496
O -0.033 1.572 -2.835 -0.370
O 1.840 1.220 -1.428 -0.356
C 1.874 -0.127 -3.637 -0.203
C 2.738 0.012 -4.712 -0.053
C 3.227 -1.094 -5.396 -0.061
C 2.854 -2.360 -5.001 -0.062
C 1.982 -2.513 -3.931 -0.053
C 1.488 -1.417 -3.243 -0.209
S 0.320 -1.823 -1.940 0.519
O -0.849 -0.970 -2.216 -0.332
O 0.103 -3.237 -1.986 -0.280
O 0.879 -1.328 -0.655 -0.345
H 3.026 1.008 -5.007 0.105
H 3.897 -0.955 -6.232 0.108
H 3.225 -3.231 -5.520 0.108
H 1.662 -3.495 -3.619 0.108
C -2.420 -3.759 1.530 -0.034
C -2.710 -2.444 0.879 -0.232
C -3.918 -2.168 0.241 0.000
C -4.106 -0.958 -0.402 -0.082
C -3.051 -0.063 -0.393 -0.728
Br -3.203 1.567 -1.340 0.813
N -1.900 -0.297 0.194 -0.040
C -1.733 -1.460 0.824 -0.073
H -3.337 -4.311 1.727 0.079
H -1.891 -3.624 2.471 0.084
H -1.789 -4.362 0.877 0.092
H -4.709 -2.907 0.234 0.121
H -5.025 -0.717 -0.913 0.105
H -0.760 -1.618 1.270 0.129
C 2.059 6.361 2.696 -0.113
C 2.473 5.238 3.637 -0.258
C 2.003 3.846 3.219 -0.208
C 2.574 3.341 1.899 -0.201
N 1.927 3.917 0.733 0.036
C 0.826 3.436 0.169 -0.737
S -0.060 2.163 0.910 0.737
N 0.384 3.996 -0.957 0.028
C 1.123 4.960 -1.749 -0.190
C 0.959 6.391 -1.237 -0.194
C 2.003 7.335 -1.825 -0.267
C 1.888 7.487 -3.334 -0.106
H 2.262 7.335 3.139 0.072
H 0.994 6.311 2.468 0.076
H 2.601 6.326 1.752 0.053
H 2.079 5.447 4.634 0.105
H 3.562 5.233 3.739 0.106
H 0.913 3.816 3.158 0.094
H 2.284 3.130 3.993 0.114
H 2.471 2.257 1.825 0.099
H 3.637 3.582 1.818 0.131
H 2.383 4.694 0.283 0.118
H -0.385 3.510 -1.400 0.104
H 0.773 4.852 -2.772 0.126
H 2.177 4.668 -1.783 0.125
H 1.019 6.399 -0.145 0.088
H -0.044 6.745 -1.486 0.119
H 3.002 6.965 -1.575 0.106
H 1.912 8.312 -1.347 0.106
H 2.054 6.542 -3.847 0.070
H 2.618 8.198 -3.716 0.071
H 0.897 7.845 -3.611 0.077
```

***

Entry 3:
This record from the OMol25 dataset describes a structure of composition C11H23AgCl10O. The level of theory is wB97M-V/def2-TZVPD.

## Properties
**Charge**: +1
**Frontier orbital gap (alpha / beta)**: 9.19 / 7.67 eV
**Multiplicity**: 2
**E_tot**: -5256.751826 a.u.
**ΔE to the lowest compared entry with this formula, charge and spin**: 0.0 kcal per mole

```
46
Properties=species:S:1:pos:R:3:lowdin_charge:R:1
Ag -3.326 -1.684 -1.520 0.558
C -0.520 0.005 -0.394 -0.233
O -1.667 -0.082 -1.104 -0.135
H -0.422 1.020 0.019 0.038
H -0.393 -0.779 0.366 0.044
H 0.306 -0.074 -1.132 0.050
Cl 0.909 -1.922 2.464 0.570
C 1.261 -0.192 2.780 -0.653
C 2.663 0.120 2.318 -0.638
Cl 2.953 1.876 2.486 0.593
H 1.150 -0.031 3.848 0.079
H 0.521 0.394 2.243 0.026
H 2.790 -0.110 1.264 0.060
H 3.397 -0.417 2.910 0.078
Cl 0.442 3.653 -0.598 0.548
C 0.333 4.331 1.055 -0.630
C -0.368 3.401 2.003 -0.625
Cl -1.980 2.915 1.386 0.581
H -0.194 5.280 0.987 0.076
H 1.349 4.533 1.388 0.068
H -0.565 3.903 2.950 0.084
H 0.179 2.493 2.228 0.009
Cl -4.524 -1.182 0.842 0.584
C -4.171 0.374 1.679 -0.642
C -4.880 0.346 3.018 -0.652
Cl -4.388 1.771 3.973 0.575
H -4.533 1.185 1.056 0.074
H -3.097 0.440 1.811 0.022
H -4.599 -0.534 3.588 0.070
H -5.956 0.403 2.895 0.075
Cl 2.432 -4.277 -3.222 0.633
C 0.679 -4.461 -3.089 -0.660
C 0.128 -3.224 -2.422 -0.584
Cl -1.637 -3.532 -2.063 0.582
H 0.471 -5.346 -2.492 0.075
H 0.263 -4.618 -4.080 0.081
H 0.187 -2.333 -3.041 0.063
H 0.586 -3.055 -1.452 0.068
Cl 4.956 -0.989 -2.977 0.610
C 3.211 -0.807 -3.031 -0.742
C 2.866 0.649 -3.206 -0.626
Cl 1.087 0.816 -3.293 0.599
H 2.812 -1.196 -2.096 0.049
H 2.793 -1.383 -3.852 0.045
H 3.296 1.053 -4.118 0.077
H 3.202 1.264 -2.374 0.074
```

***

Entry 4:
This record from the OMol25 dataset describes a cluster of 2 separate species, C7H10OSi in total. The level of theory is wB97M-V/def2-TZVPD.

## Properties
**Frontier orbital gap (alpha / beta)**: 6.37 / 6.87 eV
**Multiplicity**: 1
**E_tot**: -637.301056 a.u.
**ΔE to the lowest compared entry with this formula, charge and spin**: 74.0 kcal per mole

```
19
Properties=species:S:1:pos:R:3:lowdin_charge:R:1
C 1.869 1.279 1.074 -0.115
C 1.819 1.150 -0.310 -0.115
C 1.048 0.447 1.816 -0.096
C 1.125 0.106 -0.916 -0.020
C 0.313 -0.588 1.246 -0.095
C 0.251 -0.776 -0.107 -0.325
C -0.511 -1.827 -0.504 -0.188
O -0.612 -2.396 -1.728 0.019
Si -2.702 0.764 -0.511 0.609
H 2.605 2.015 1.412 0.104
H 2.474 1.813 -0.913 0.111
H 1.098 0.608 2.912 0.112
H 1.107 0.024 -2.020 0.103
H -0.270 -1.206 1.957 0.126
H -0.939 -2.394 0.310 0.121
H -0.150 -2.013 -2.506 0.123
H -3.541 -0.073 0.392 -0.165
H -3.107 1.325 -1.874 -0.159
H -1.875 1.745 0.270 -0.149
```

***

Entry 5:
This record from the OMol25 dataset describes a structure of composition H37O19. The level of theory is wB97M-V/def2-TZVPD.

## Properties
**Frontier orbital gap (alpha / beta)**: 9.71 / 4.10 eV
**Multiplicity**: 2
**E_tot**: -1451.522684 a.u.
**ΔE to the lowest compared entry with this formula, charge and spin**: 33.7 kcal per mole

```
56
Properties=species:S:1:pos:R:3:lowdin_charge:R:1
O 0.919 2.251 3.703 -0.060
H 1.445 -0.259 -3.538 0.091
H 1.607 0.225 1.883 0.032
O -3.875 -0.728 1.927 -0.075
H -3.658 -1.540 -3.587 0.062
H -4.466 -0.133 2.371 0.049
O 1.974 0.928 1.333 -0.023
H 3.134 -1.536 3.758 0.009
H 0.780 2.727 -0.751 0.085
O -1.486 -4.067 -0.677 -0.094
H -1.072 -3.285 -0.315 -0.035
H -0.611 -4.645 -0.640 0.122
O -1.662 -0.908 3.473 -0.047
H 3.948 2.437 -0.709 -0.036
H -2.192 -1.045 2.682 -0.037
O 2.461 -2.328 1.500 -0.100
H 0.577 -2.509 -1.580 -0.008
H 1.748 -2.770 0.960 0.042
O 0.740 3.310 -1.622 -0.063
H -0.613 -0.886 -0.050 0.004
H -0.034 3.861 -1.481 0.012
O -0.877 -1.433 0.791 -0.098
H -1.690 -0.096 -1.689 0.065
O 3.579 2.028 -2.732 -0.085
H 2.020 -2.134 -1.782 0.011
H 3.228 2.812 -2.320 -0.003
O 2.312 -1.429 4.228 -0.079
H -4.149 -0.383 -2.616 0.028
H 1.868 -2.148 3.710 0.040
O -0.970 1.537 0.563 0.035
H -0.770 0.917 -0.533 0.071
H -1.759 4.407 -0.288 0.072
O -3.485 -0.643 -3.243 -0.044
H 2.742 -1.588 0.866 0.071
H -1.117 -2.633 -3.736 0.027
O 1.479 -2.826 -1.409 -0.056
H -1.285 -3.854 -3.038 0.016
H -1.844 -1.379 0.767 0.027
O -0.778 -0.055 -1.299 -0.115
H 1.198 0.903 0.748 0.021
H 2.949 1.287 -2.423 0.037
O -3.428 1.891 -0.637 -0.047
H -2.593 1.642 -1.159 0.048
H -3.122 2.711 -0.234 -0.019
O -0.567 -3.334 -3.379 -0.037
H -0.946 -0.381 3.136 -0.008
H 1.761 1.899 3.993 0.032
O 4.451 2.103 0.003 -0.011
H -1.087 0.769 1.171 0.081
H 3.914 1.908 0.731 -0.026
O 1.783 -0.188 -2.625 -0.053
H 0.939 0.110 -2.220 0.024
H -3.927 -0.511 0.898 0.111
O -2.070 3.874 0.471 -0.046
H 0.892 1.598 2.962 -0.009
H -1.510 3.077 0.542 -0.015
```

***

Entry 6:
This record from the OMol25 dataset describes a cluster of 2 separate species, C4H6ClN in total. The level of theory is wB97M-V/def2-TZVPD.

## Properties
**SMILES string**: C=C1N=C1Cl.C
**Frontier orbital gap**: 9.96 eV
**Multiplicity**: 1
**E_tot**: -670.848380 a.u.
**ΔE to the lowest compared entry with this formula, charge and spin**: 62.9 kcal per mole

```
12
Properties=species:S:1:pos:R:3:lowdin_charge:R:1
C -0.263 2.147 -0.552 0.014
C -1.129 1.269 -0.125 -0.317
N -2.183 0.978 0.856 0.203
C -1.880 0.090 -0.017 -0.769
Cl -2.214 -1.442 -0.546 0.771
H 0.374 1.933 -1.393 0.050
H -0.160 3.104 -0.073 0.052
C 1.489 -1.616 0.371 -0.048
H 1.511 -0.634 -0.086 0.006
H 2.497 -1.914 0.631 0.014
H 0.879 -1.586 1.264 0.015
H 1.078 -2.330 -0.331 0.009
```